Entry from the Open Molecules 2025 dataset: C41H37BaN5O7PS as an isolated structure in a non-equilibrium geometry (ωB97M-V with the def2-TZVPD basis set).

```
93
Properties=species:S:1:pos:R:3
Ba 1.3310 1.4461 1.1441
S -1.8106 2.5005 1.7905
P 0.2069 -1.2147 -2.0985
O 2.4484 1.9586 -2.6688
O 2.6354 5.4266 1.8333
O 0.8719 -1.5613 4.2411
O 1.0653 1.3061 -1.0425
O 3.7851 0.4005 1.3707
O 1.7812 3.3633 1.9999
O -1.5880 1.9331 -1.6026
N -3.2668 2.8133 3.9915
N -2.8368 0.6973 3.6345
N 0.3896 3.8581 -0.3829
N -1.2832 -0.4547 2.3275
N 2.0627 -0.3717 2.6547
C 0.1580 -3.4559 -3.9181
C -3.6607 0.7928 4.7533
C 1.0562 -5.2405 -1.9983
C 4.1671 -1.2675 3.1159
C 0.6691 4.9209 0.5783
C 1.9920 -0.8391 -4.1962
C -2.5883 1.9703 3.1508
C -2.9325 -1.7225 3.4914
C -3.7201 -1.3165 -3.5116
C 1.7890 0.8044 -5.9329
C 5.0122 -3.1943 4.8865
C 5.5106 -1.5716 3.1604
C -3.9148 2.0915 4.9688
C -0.8189 4.2124 -1.1339
C -4.4391 -1.2783 -2.3252
C -1.6415 -1.1909 -2.2894
C 0.0396 0.5482 -4.3051
C 3.6561 -2.8756 4.8401
C 0.3994 -2.9968 -2.6238
C 5.9264 -2.5445 4.0683
C -2.3350 -1.2808 -3.4948
C 0.7518 -0.4699 -3.6807
C -3.2116 4.2480 3.8710
C -2.3263 -0.5171 3.1327
C 2.5052 -0.2103 -5.3158
C -2.3983 -2.8987 2.9998
C -2.3774 -1.1198 -1.1119
C 1.7095 2.1859 -1.7233
C 3.3582 -0.3107 2.2751
C 0.5573 1.1822 -5.4247
C -1.2903 3.1861 -2.1579
C 3.2578 -1.8987 3.9543
C -3.7622 -1.1679 -1.1225
C -1.2991 -2.8384 2.1618
C 1.5343 3.6483 -1.2655
C 0.8082 -5.6831 -3.2870
C 0.3515 -4.7877 -4.2455
C -0.7879 -1.5916 1.8508
C 1.9084 -1.2830 3.6633
C 1.8224 4.5526 1.5488
C 0.8477 -3.9068 -1.6712
H -1.7980 -1.3045 -4.4325
H -0.6572 5.1672 -1.6698
H -3.8243 4.6887 4.6551
H -0.8518 -3.7353 1.7575
H -1.8521 -1.0025 -0.1793
H -3.9681 -0.0656 5.3169
H 2.9376 -3.3793 5.4735
H 3.4813 -0.4921 -5.6905
H -2.2182 3.5529 -2.6068
H 2.4503 3.8906 -0.7184
H -0.7300 1.5598 -1.3272
H 6.2180 -1.0683 2.5147
H -0.9152 0.8511 -3.8979
H 1.0459 -3.5528 -0.6654
H -3.5802 4.5564 2.8927
H -4.5037 2.5639 5.7337
H -3.8099 -1.7510 4.1198
H -5.5212 -1.3179 -2.3419
H -4.2445 -1.3694 -4.4583
H -2.1796 4.5889 3.9630
H 2.5656 -1.6120 -3.6984
H 0.9824 -6.7189 -3.5507
H 5.3607 -3.9550 5.5742
H 2.2055 1.3199 -6.7895
H 6.9769 -2.8009 4.1312
H 1.5046 4.2968 -2.1515
H 0.0071 1.9955 -5.8833
H -2.8398 -3.8478 3.2737
H -0.5391 3.0938 -2.9554
H 0.0553 -1.4837 1.1781
H 0.1503 -5.1270 -5.2545
H -0.2204 5.0640 1.1991
H -0.1720 -2.7644 -4.6805
H 1.4197 -5.9315 -1.2476
H 0.9169 5.8697 0.0807
H -1.6223 4.3429 -0.4052
H -4.3065 -1.1082 -0.1878
```

Computed properties:
Relative energy (zero: lowest compared OMol25 entry of this formula, charge and spin) ... 40.2 kcal/mol
HOMO-LUMO gap ... 7.85 eV
E ... -85724.1637 eV
Charge ... -1
Max |F| ... 0.0698 hartree/bohr
LUMO level ... 2.18 eV